DFT (wB97M-V/def2-TZVPD) results for a molecular structure, C27H38N5OSTi.

Calculated values
ΔE to the lowest compared entry with this formula, charge and spin: 39.5 kJ/mol
2S+1: 2
frontier orbital gap (spin up / spin down): 0.2953 / 0.3065 Eh
total charge: +2
HOMO energy (spin up / spin down): -13.9 / -14.4 eV

Cartesian coordinates (Å):
Ti (0.46, 0.68, -0.33)
S (-0.01, -1.18, 1.44)
O (0.72, 2.59, -0.67)
N (-0.85, 0.79, 3.06)
N (1.31, 0.37, -2.29)
N (2.21, -1.52, -1.26)
N (-1.11, -1.36, 3.84)
N (2.49, 0.24, 0.26)
C (-1.02, -2.83, 3.81)
C (4.22, 0.22, 1.92)
C (-1.84, -0.29, -2.73)
C (0.32, 3.77, 1.35)
C (1.56, 0.79, -4.63)
C (4.61, -1.05, 1.49)
C (2.18, -0.45, -4.78)
C (-2.52, 2.01, -2.37)
C (-1.16, -2.73, -2.99)
C (0.30, -3.34, 4.33)
C (-2.10, 0.62, -0.48)
C (-0.37, 1.56, 5.38)
C (-2.22, 0.96, -3.22)
C (-1.51, -1.42, -3.69)
C (2.91, -0.95, -0.17)
C (-0.70, -0.53, 2.89)
C (0.39, 2.53, 0.54)
C (3.16, 0.82, 1.28)
C (2.40, -1.24, -3.67)
C (3.96, -1.64, 0.43)
C (1.14, 1.16, -3.37)
C (-2.63, -1.64, -4.71)
C (-2.92, 2.98, -0.08)
C (1.97, -0.78, -2.44)
C (-1.77, -0.43, -1.35)
C (-1.38, 1.45, 4.25)
C (-2.49, 1.86, -0.98)
H (-1.45, -0.94, 4.70)
H (-0.44, 1.35, 2.33)
H (-2.17, 0.42, 0.58)
H (5.43, -1.56, 1.97)
H (2.81, 1.79, 1.59)
H (-2.28, 1.12, -4.29)
H (-2.75, -0.79, -5.38)
H (0.49, -2.99, 5.34)
H (-0.30, 4.51, 0.84)
H (2.92, -2.19, -3.75)
H (1.13, -3.02, 3.69)
H (0.50, 2.14, 5.07)
H (0.29, -4.43, 4.35)
H (-1.54, -1.40, -0.92)
H (2.50, -2.46, -1.44)
H (-0.62, -1.09, -4.23)
H (0.64, 2.10, -3.19)
H (-2.42, -2.52, -5.32)
H (-0.02, 0.58, 5.72)
H (-0.92, -3.49, -3.73)
H (-2.80, 2.97, -2.79)
H (-4.01, 3.01, -0.01)
H (4.72, 0.72, 2.73)
H (-2.58, 3.95, -0.44)
H (1.40, 1.45, -5.47)
H (-0.05, 3.59, 2.36)
H (-3.59, -1.80, -4.21)
H (-1.21, -3.14, 2.79)
H (-1.86, -3.19, 4.41)
H (-2.55, 2.83, 0.94)
H (-1.99, -3.11, -2.39)
H (-2.29, 0.93, 4.56)
H (-1.72, 2.43, 3.93)
H (-0.82, 2.07, 6.24)
H (2.52, -0.78, -5.76)
H (-0.29, -2.64, -2.32)
H (1.33, 4.19, 1.41)
H (4.25, -2.61, 0.05)